Entry 1:
An isolated molecule of C4H10N2O. Source: OMol25; level of theory: wB97M-V/def2-TZVPD.

Geometry as XYZ:
```
17
Properties=species:S:1:pos:R:3
O 1.071 -1.110 -0.122
N -0.888 0.099 -0.132
N 1.257 1.124 -0.380
C 2.506 -1.060 -0.220
C -1.647 -0.963 0.509
C -1.510 1.407 -0.080
C 0.499 0.111 -0.204
H -1.180 -1.930 0.334
H -1.165 2.024 -0.915
H 2.935 -0.704 0.724
H 2.823 -2.078 -0.442
H -2.594 1.306 -0.177
H -1.293 1.938 0.859
H -2.659 -0.986 0.084
H 0.765 2.002 -0.429
H 2.830 -0.369 -1.004
H -1.751 -0.811 1.595
```

The calculation puts the HOMO-LUMO gap at 9.7 eV. For the molar mass, the calculation gives 102.137 g mol⁻¹. The energy relative to the best compared isomer or geometry (same formula, charge and spin) comes out at 159.5 kJ/mol. As for the LUMO energy: 0.92 eV. Its SMILES is [H]/N=C(/OC)N(C)C.

natural (NBO) atomic charge list, values in e, 2 entries:
1 O -0.51
2 N -0.45

***

Entry 2:
A cluster of 2 separate species, C2H6N3S in total in a non-equilibrium geometry. Source: OMol25; level of theory: wB97M-V/def2-TZVPD.

Geometry as XYZ:
```
12
Properties=species:S:1:pos:R:3
S -0.841 -0.936 -1.236
N 1.396 1.190 -0.830
N 2.712 2.431 0.777
N -2.399 -2.162 0.395
C -1.599 -1.166 0.209
C 2.023 1.886 -0.014
H 0.714 0.293 -0.615
H 2.777 3.213 1.298
H 1.981 1.162 -1.782
H -3.034 -2.382 1.177
H -2.574 -2.866 -0.435
H -1.156 -0.663 1.056
```

The calculation puts the HOMO-LUMO gap at 9.3 eV. For the molar mass, the calculation gives 104.158 g mol⁻¹. Its net charge is +1. The energy relative to the best compared isomer or geometry (same formula, charge and spin) comes out at 173.2 kJ/mol. As for the LUMO energy: -3.66 eV.

natural (NBO) atomic charge list, values in e, 2 entries:
1 S -0.14
2 N -0.81

***

Entry 3:
A cluster of 2 separate species, C3H9NO2 in total in a non-equilibrium geometry. Source: OMol25; level of theory: wB97M-V/def2-TZVPD.

Geometry as XYZ:
```
15
Properties=species:S:1:pos:R:3
O 0.680 -0.410 -1.413
O -0.889 0.356 0.805
N -2.334 0.716 2.692
C 1.727 0.001 -2.113
C -1.229 -0.046 2.100
C 2.697 -0.771 -2.742
H 2.550 -1.664 -3.302
H 3.760 -0.294 -2.827
H -1.701 0.277 0.313
H 1.675 1.046 -2.425
H -1.476 -1.139 2.017
H -0.369 0.107 2.726
H -2.478 1.636 2.265
H -3.270 0.312 2.426
H 0.659 -0.127 -0.524
```

The calculation puts the HOMO-LUMO gap at 9.0 eV. For the molar mass, the calculation gives 91.110 g mol⁻¹. The energy relative to the best compared isomer or geometry (same formula, charge and spin) comes out at 361.1 kJ/mol. As for the LUMO energy: 0.73 eV. Its SMILES is C=CO.NCO.

natural (NBO) atomic charge list, values in e, 2 entries:
1 O -0.72
2 O -0.74

***

Entry 4:
An isolated molecule of CH2O2S in a non-equilibrium geometry. Source: OMol25; level of theory: wB97M-V/def2-TZVPD.

Geometry as XYZ:
```
6
Properties=species:S:1:pos:R:3
S -0.951 0.422 1.517
O 0.456 -0.745 -0.634
O 0.694 -1.873 -0.001
C -0.147 0.404 -0.104
H -0.861 0.745 -0.755
H 0.808 1.047 -0.022
```

The calculation puts the HOMO-LUMO gap (alpha / beta) at 5.3 / 5.4 eV. For the molar mass, the calculation gives 78.092 g mol⁻¹. The energy relative to the best compared isomer or geometry (same formula, charge and spin) comes out at 758.5 kJ/mol. As for the LUMO energy (alpha / beta): -3.65 / -3.64 eV.

natural (NBO) atomic charge list, values in e, 2 entries:
1 S -0.02
2 O -0.08